Run w
A structure of composition C34H31F9IN5O5W. Source: OMol25; level of theory: ωB97M-V/def2-TZVPD.

Results
Kohn-Sham gap (alpha / beta) = 6.24 / 7.68 eV
multiplicity = 3

Each line ends with the Mulliken charge.
Cartesian coordinates (Å):
W -1.1011 -1.1756 -0.1215  1.279
C -3.2536 -2.2562 1.4263  0.203
C -2.4184 -1.6223 2.3200  0.567
C -2.1808 -0.2740 1.8483  1.172
C -3.0087 -0.0602 0.7164  0.700
C -3.5428 -1.3242 0.3564  1.168
C -4.5368 -1.5589 -0.7347  -1.613
C -3.4824 1.2570 0.1831  -1.710
C -1.4702 0.7701 2.6529  -1.663
C -1.8695 -2.1756 3.5915  -1.569
C -3.7656 -3.6594 1.5163  -1.658
H -4.3770 -2.5069 -1.2538  0.290
H -4.4940 -0.7708 -1.4809  0.330
H -5.5480 -1.5880 -0.3190  0.309
H -2.8655 2.0836 0.5331  0.431
H -4.4966 1.4419 0.5471  0.359
H -3.5141 1.2750 -0.9038  0.171
H -1.3062 1.6829 2.0806  0.369
H -0.4955 0.4092 2.9868  0.100
H -2.0481 1.0334 3.5429  0.392
H -0.8795 -1.7726 3.8070  0.250
H -1.7980 -3.2620 3.5694  0.373
H -2.5155 -1.8966 4.4290  0.403
H -4.0469 -4.0541 0.5383  0.349
H -4.6627 -3.7087 2.1389  0.384
H -3.0298 -4.3348 1.9593  0.367
N -1.4724 -3.3613 -0.5211  -0.694
N -0.4239 -3.9142 -1.3006  -0.360
C 0.7309 -3.1188 -1.3849  0.199
O 1.7930 -3.6018 -1.6860  -0.705
O 0.4939 -1.8480 -1.1622  -0.899
H -1.4279 -3.7785 0.4133  0.326
H -2.3568 -3.5472 -0.9816  0.383
H -0.2106 -4.8724 -1.0618  0.355
I 5.5661 -2.7585 5.8430  0.084
C 3.9306 -2.7796 4.5459  -0.048
C 3.4454 -3.9913 4.0749  -0.673
C 2.3570 -3.9982 3.2174  -0.487
C 1.7637 -2.8053 2.8241  0.292
C 2.2630 -1.5994 3.3019  -0.088
C 3.3444 -1.5800 4.1689  -0.808
C 0.5872 -2.8488 1.8936  -0.023
O 0.0325 -3.9175 1.6479  -0.748
O 0.2299 -1.6969 1.4261  0.532
H 3.9116 -4.9199 4.3734  0.379
H 1.9570 -4.9287 2.8382  0.477
H 1.7936 -0.6722 2.9997  0.156
H 3.7263 -0.6419 4.5474  0.414
F -0.2776 -0.1240 -5.0922  -0.305
C -0.3443 -0.6021 -3.8398  0.098
F 0.1373 -1.8443 -3.8654  -0.259
F 0.4537 0.1533 -3.0845  -0.146
C -1.8125 -0.5685 -3.2892  1.532
O -1.9095 -0.5719 -1.9411  0.681
C -2.4835 0.7458 -3.8141  0.062
F -1.6791 1.7994 -3.5988  -0.254
F -2.7692 0.7058 -5.1168  -0.269
F -3.6258 0.9924 -3.1627  -0.213
C -2.5927 -1.7786 -3.9056  0.069
F -3.9172 -1.5738 -3.8458  -0.276
F -2.3391 -2.8958 -3.2154  -0.180
F -2.2791 -2.0067 -5.1816  -0.281
N 3.9787 3.9690 -0.8404  0.010
C 4.4319 5.2363 -1.1397  0.714
C 5.7101 5.7735 -1.2606  -1.043
C 5.7868 7.1153 -1.5727  -0.394
C 4.6331 7.8971 -1.7578  -0.481
C 3.3708 7.3560 -1.6377  -0.753
C 3.2726 5.9994 -1.3263  0.530
N 2.1497 5.2091 -1.1571  -0.638
C 2.6083 4.0214 -0.8788  -0.187
C 1.7560 2.8574 -0.6242  1.231
C 2.2342 1.6853 -0.0508  -0.859
C 1.3741 0.6264 0.1493  -1.076
N 0.0764 0.6813 -0.1836  0.570
C -0.3818 1.8073 -0.7526  -0.212
C 0.4115 2.9091 -0.9773  -1.185
H 4.5418 3.1444 -0.7343  0.187
H 6.6000 5.1749 -1.1178  0.380
H 6.7587 7.5789 -1.6776  0.381
H 4.7447 8.9455 -2.0004  0.381
H 2.4785 7.9503 -1.7799  0.433
H 3.2657 1.5719 0.2536  0.380
H 1.7170 -0.3041 0.5741  0.740
H -1.4135 1.7956 -1.0605  0.224
H 0.0059 3.7960 -1.4414  0.588

Run x
A structure of composition C34H31F9IN5O5W. Source: OMol25; level of theory: ωB97M-V/def2-TZVPD.

Results
Kohn-Sham gap (alpha / beta) = 6.30 / 7.25 eV
multiplicity = 3

Each line ends with the Mulliken charge.
Cartesian coordinates (Å):
W 0.0194 -0.2751 0.9168  1.075
C -0.9434 0.7425 3.3616  0.744
C -1.0395 1.4146 2.0763  1.831
C 0.3088 1.8599 1.7313  0.668
C 1.1777 1.2978 2.7042  1.211
C 0.3951 0.6539 3.7105  0.311
C 0.9650 0.0298 4.9419  -1.553
C 2.6492 1.5200 2.7977  -1.994
C 0.6021 3.1552 1.0189  -2.013
C -2.2584 2.1845 1.6268  -1.939
C -2.0898 0.2883 4.2099  -2.169
H 0.1922 -0.4572 5.5332  0.471
H 1.4572 0.7861 5.5565  0.335
H 1.7124 -0.7184 4.6689  0.189
H 3.0726 1.7478 1.8225  0.284
H 3.1457 0.6326 3.1905  0.403
H 2.8652 2.3546 3.4700  0.375
H 0.5805 3.9624 1.7548  0.432
H -0.1423 3.3738 0.2556  0.383
H 1.5945 3.1477 0.5675  0.366
H -2.2669 2.3177 0.5449  0.230
H -2.2620 3.1720 2.0945  0.338
H -3.1830 1.6870 1.9180  0.474
H -2.0191 -0.7806 4.4197  0.378
H -3.0445 0.5060 3.7341  0.304
H -2.0599 0.8174 5.1634  0.446
N -2.6490 -1.0960 1.3288  -0.168
N -2.7097 -2.3000 0.5943  -0.251
C -1.4913 -2.8215 0.1108  0.246
O -1.4420 -3.9645 -0.2657  -0.669
O -0.5550 -1.9240 0.0616  -0.804
H -2.6017 -1.2954 2.3241  0.265
H -3.4888 -0.5637 1.1251  0.339
H -3.3190 -3.0207 0.9545  0.297
I 3.2308 -7.3035 5.7952  0.066
C 2.3337 -5.6794 4.8004  -0.086
C 0.9750 -5.4547 4.9552  -0.702
C 0.3892 -4.3885 4.2961  -0.496
C 1.1544 -3.5512 3.4909  0.334
C 2.5179 -3.7871 3.3500  -0.285
C 3.1107 -4.8551 4.0034  -0.717
C 0.5059 -2.4091 2.7905  -0.226
O -0.7283 -2.2601 2.8205  -0.549
O 1.2399 -1.5613 2.1779  -0.058
H 0.3836 -6.1030 5.5857  0.397
H -0.6694 -4.1890 4.3884  0.466
H 3.1068 -3.1387 2.7189  0.610
H 4.1685 -5.0442 3.8890  0.411
F 3.4603 -2.5446 -1.9134  -0.266
C 2.5416 -1.9348 -1.1584  0.071
F 1.4361 -1.7876 -1.8991  -0.235
F 2.2522 -2.7627 -0.1610  -0.140
C 2.9796 -0.5265 -0.6399  0.756
O 1.9740 0.1308 0.0168  0.580
C 4.2425 -0.6641 0.2681  0.186
F 3.9729 -1.3478 1.3813  -0.066
F 5.2617 -1.2900 -0.3364  -0.271
F 4.6804 0.5460 0.6444  -0.267
C 3.3841 0.3058 -1.9088  0.252
F 2.3786 0.3630 -2.7954  -0.219
F 4.4461 -0.1885 -2.5521  -0.245
F 3.6667 1.5738 -1.5760  -0.259
N -1.3086 2.8954 -5.5115  0.062
C -2.0475 3.0702 -6.6535  0.680
C -1.8653 3.8537 -7.7854  -1.028
C -2.8298 3.7618 -8.7691  -0.408
C -3.9476 2.9282 -8.6242  -0.457
C -4.1374 2.1617 -7.4948  -0.773
C -3.1692 2.2272 -6.4923  0.506
N -3.0930 1.5761 -5.2901  -0.621
C -1.9788 1.9817 -4.7314  -0.037
C -1.5250 1.5239 -3.4395  1.155
C -0.3377 1.9246 -2.8230  -0.949
C -0.0139 1.4473 -1.5788  -0.595
N -0.7684 0.5808 -0.8658  0.704
C -1.9063 0.1730 -1.4859  -0.501
C -2.3044 0.6090 -2.7200  -0.875
H -0.4293 3.3308 -5.2978  0.155
H -1.0075 4.5043 -7.8917  0.382
H -2.7252 4.3463 -9.6729  0.386
H -4.6765 2.8968 -9.4229  0.376
H -4.9993 1.5204 -7.3804  0.434
H 0.3440 2.6130 -3.3022  0.347
H 0.9105 1.7518 -1.1137  0.263
H -2.5205 -0.5329 -0.9481  0.336
H -3.2306 0.2726 -3.1607  0.582

Relative to the most stable structure, the computed energies are run w 0.0; run x 152.8, all in kJ/mol.

Run w
A cluster of 3 separate species, C5H17NO2 in total. Source: OMol25; level of theory: ωB97M-V/def2-TZVPD.

Results
structure (SMILES) = CCC[C@@H](C)N.O.O
Kohn-Sham gap = 9.92 eV

Each line ends with the natural charge from an NBO analysis.
Cartesian coordinates (Å):
C 1.6754 1.2254 -1.6876  -0.607
C 2.2360 0.0143 -0.9388  -0.402
C 1.3966 -0.4830 0.2454  -0.402
C 0.1262 -1.2853 -0.0786  -0.057
C -0.4454 -1.8256 1.2215  -0.614
N -0.8973 -0.5694 -0.8341  -0.814
H 1.3129 1.9455 -0.9479  0.199
H 0.8955 0.9698 -2.4034  0.194
H 2.4329 1.7590 -2.2681  0.211
H 2.3745 -0.8312 -1.6162  0.195
H 3.2341 0.2928 -0.5929  0.206
H 2.0924 -1.0342 0.8770  0.211
H 1.0891 0.3811 0.8587  0.177
H 0.4515 -2.1331 -0.6648  0.182
H -0.5529 -1.1168 2.0436  0.196
H 0.1160 -2.6855 1.5650  0.209
H -1.4303 -2.2396 1.0611  0.221
H -1.0422 0.3389 -0.4099  0.343
H -0.5284 -0.3647 -1.7516  0.351
O 2.1160 2.3076 4.3325  -0.927
H 1.4562 2.1760 3.6367  0.463
H 1.7802 1.6745 4.9848  0.464
O -5.3644 -0.0979 -2.6649  -0.935
H -5.0712 0.7651 -2.9799  0.467
H -6.0054 0.0823 -1.9719  0.468

Run x
A cluster of 3 separate species, C5H17NO2 in total. Source: OMol25; level of theory: ωB97M-V/def2-TZVPD.

Results
structure (SMILES) = CC(C)[C@H](C)N.O.O
Kohn-Sham gap = 10.10 eV

Each line ends with the natural charge from an NBO analysis.
Cartesian coordinates (Å):
C 2.8272 -1.4650 0.7577  -0.613
C 1.3114 -1.7270 0.4916  -0.227
C 1.0666 -2.1403 -0.9644  -0.612
C 0.4391 -0.6127 1.0595  -0.051
C -1.0395 -1.0456 1.0213  -0.635
N 0.5016 0.6184 0.2570  -0.849
H 3.4538 -1.5908 -0.1298  0.207
H 3.1851 -2.1839 1.4868  0.212
H 2.9900 -0.4395 1.0944  0.198
H 1.1433 -2.6880 0.9909  0.195
H 0.0023 -2.2775 -1.1717  0.209
H 1.4780 -1.4246 -1.6860  0.196
H 1.5408 -3.0694 -1.1766  0.212
H 0.8213 -0.3732 2.0510  0.194
H -1.5810 -0.6875 1.9154  0.217
H -1.6133 -0.4283 0.3276  0.222
H -1.2384 -2.1057 0.9287  0.210
H 1.4476 1.0019 0.3057  0.354
H 0.3734 0.5176 -0.7435  0.361
O -5.7340 3.5167 -2.5393  -0.937
H -5.2941 3.5082 -3.3959  0.468
H -5.0391 3.3281 -1.9018  0.469
O -0.2027 3.8357 0.0083  -0.952
H -0.3367 4.7255 0.3400  0.467
H -0.5030 3.2072 0.6733  0.484

Relative to the most stable structure, the computed energies are run w 0.0; run x 15.9, all in kJ/mol.

Run w
A cluster of 3 separate species, C5H17NO2 in total. Source: OMol25; level of theory: ωB97M-V/def2-TZVPD.

Results
structure (SMILES) = CCCNCC.O.O
Kohn-Sham gap = 10.08 eV

Each line ends with the natural charge from an NBO analysis.
Cartesian coordinates (Å):
C -2.0658 0.8738 -1.4447  -0.602
C -0.9849 0.0616 -2.2687  -0.392
C 0.4913 0.4170 -1.6802  -0.203
N 0.6224 0.3623 -0.2642  -0.661
C 1.9468 0.9367 0.1598  -0.215
C 1.7171 2.0157 1.1822  -0.637
H -2.9773 1.0337 -2.0322  0.214
H -2.3612 0.2558 -0.6314  0.208
H -1.7453 1.7348 -1.2184  0.183
H -0.9488 0.2529 -3.3178  0.202
H -1.1538 -0.9733 -2.3243  0.199
H 1.2760 -0.1428 -2.1611  0.196
H 0.5512 1.4874 -2.0115  0.141
H -0.1030 1.0103 0.0666  0.356
H 2.3495 1.3695 -0.7469  0.179
H 2.6373 0.0885 0.5504  0.202
H 1.6572 1.5033 2.1374  0.215
H 0.8786 2.7120 0.9652  0.207
H 2.5038 2.6873 1.0183  0.223
O 0.6520 -2.1037 1.8347  -0.955
H 0.5104 -1.3605 1.1817  0.495
H 0.7065 -1.4559 2.7486  0.471
O -2.0495 -2.1902 1.8317  -0.962
H -2.4639 -1.9885 0.9417  0.456
H -1.1212 -2.2282 1.6618  0.483

Run x
A cluster of 4 separate species, C5H17NO2 in total. Source: OMol25; level of theory: ωB97M-V/def2-TZVPD.

Results
Kohn-Sham gap = 3.65 eV

Each line ends with the natural charge from an NBO analysis.
Cartesian coordinates (Å):
C 2.0237 1.2475 0.9074  -0.665
C 0.8935 0.8947 -0.0119  -0.257
N 0.8243 -0.2421 -1.0600  -0.209
C -0.5499 -0.4554 -1.3745  -0.292
C -1.2913 0.6564 -2.1149  -0.650
C 1.4084 -1.3228 -0.1569  -0.433
H 1.5272 1.1082 1.7923  0.271
H 2.2195 2.2417 0.5944  0.220
H 3.0141 0.6640 0.9944  0.227
H -0.1123 0.6240 0.5266  0.285
H 0.7646 1.8268 -0.7469  0.207
H -0.7772 -1.4741 -1.8540  0.229
H -1.1120 -0.5060 -0.4424  0.245
H -1.0636 0.8233 -3.1082  0.217
H -2.1987 0.0800 -2.4231  0.247
H -1.3066 1.7466 -1.6622  0.234
H 2.5334 -1.2302 -0.1825  0.226
H 0.9452 -1.2979 0.8620  0.280
H 1.3521 -2.2074 -0.7074  0.206
H -3.3365 0.3573 1.1232  0.480
H -3.2448 -1.3294 -0.8108  -0.183
O -2.4082 0.0601 1.1028  -0.976
H -0.5906 -0.8101 2.1153  0.448
H -2.5547 -0.5790 0.2893  0.415
O 0.3163 -0.6183 2.3428  -0.771

Run y
A cluster of 3 separate species, C5H17NO2 in total. Source: OMol25; level of theory: ωB97M-V/def2-TZVPD.

Results
structure (SMILES) = CC(C)CCN.O.O
Kohn-Sham gap = 9.96 eV

Each line ends with the natural charge from an NBO analysis.
Cartesian coordinates (Å):
C 0.9346 0.0559 2.4732  -0.611
C -0.1225 -0.3514 1.4185  -0.227
C -1.3065 -1.0119 2.1143  -0.608
C 0.4407 -1.1683 0.2554  -0.405
C -0.5135 -1.1908 -0.9427  -0.218
N -0.8962 0.0806 -1.5360  -0.843
H 0.6346 -0.2881 3.4642  0.208
H 1.8947 -0.4251 2.2958  0.209
H 1.1484 1.1175 2.5504  0.208
H -0.4867 0.6198 1.0558  0.181
H -1.8544 -0.3759 2.7929  0.212
H -2.0595 -1.4067 1.4212  0.204
H -0.9300 -1.8539 2.7082  0.201
H 1.3254 -0.5974 -0.0319  0.181
H 0.7040 -2.1745 0.5876  0.214
H -0.0087 -1.6823 -1.7650  0.197
H -1.4125 -1.7524 -0.6893  0.191
H -1.5129 0.6686 -0.9945  0.359
H -0.1358 0.6382 -1.9133  0.348
O 0.0806 1.3268 -4.9969  -0.938
H 0.3916 1.5203 -4.1102  0.467
H -0.4610 2.0688 -5.2864  0.471
O 1.6524 2.2924 -0.4783  -0.931
H 1.4633 1.3515 -0.6102  0.463
H 1.0301 2.5384 0.2171  0.468

Relative to the most stable structure, the computed energies are run w 159.1; run x 1087.3; run y 0.0, all in kJ/mol.

Run w
A structure of composition ClH8LiO4. Source: OMol25; level of theory: ωB97M-V/def2-TZVPD.

Results
Kohn-Sham gap = 6.10 eV

Each line ends with the natural charge from an NBO analysis.
Cartesian coordinates (Å):
Li -0.6201 -0.6115 -0.8389  0.955
Cl -0.3971 -4.1173 -0.6492  -0.961
O -0.3258 0.6272 2.0593  -0.958
H -1.1313 0.3443 2.4921  0.483
H -0.2293 1.5462 2.3089  0.478
O 1.5095 0.3122 -2.8177  -0.965
H 2.4617 0.2383 -2.8811  0.488
H 1.2101 0.3414 -3.7264  0.479
O -3.8562 0.5624 -1.1565  -0.956
H -4.2830 0.2169 -1.9405  0.479
H -4.5031 1.1539 -0.7720  0.478
O 3.6122 -0.4960 2.5085  -0.932
H 2.6747 -0.3665 2.3653  0.469
H 3.8776 0.2485 3.0485  0.463

Run x
A structure of composition ClH8LiO4. Source: OMol25; level of theory: ωB97M-V/def2-TZVPD.

Results
Kohn-Sham gap = 5.91 eV

Each line ends with the natural charge from an NBO analysis.
Cartesian coordinates (Å):
Li 0.2452 0.8652 -0.0396  0.959
Cl 2.7303 1.3271 -2.6917  -0.963
O -1.4264 3.6477 1.1355  -0.957
H -2.3294 3.6596 0.8181  0.475
H -1.1096 4.5394 0.9911  0.484
O 2.0588 -0.1255 3.2804  -0.950
H 1.6206 -0.1754 4.1299  0.471
H 2.9789 -0.3049 3.4740  0.480
O 0.9344 -3.3210 -4.1312  -0.939
H 0.9747 -2.6923 -3.4105  0.471
H 1.7750 -3.7777 -4.0986  0.468
O -2.4667 -1.1036 0.0495  -0.958
H -3.1959 -1.4614 -0.4569  0.486
H -2.7899 -1.0773 0.9501  0.473

Relative to the most stable structure, the computed energies are run w 0.0; run x 32.3, all in kJ/mol.